{"formula": "C60H140BeNO20", "method": "ωB97M-V/def2-TZVPD", "molar_mass_g_mol": 1204.779, "e_above_lowest_kj_mol": 0.00, "gap_ev": 7.4, "largest_force_ev_per_a": 3.8, "total_charge": -1, "energy_ev": -107333.3086, "elements": ["Be", "C", "C", "C", "C", "C", "C", "N", "O", "C", "C", "C", "H", "H", "H", "H", "H", "H", "H", "H", "H", "H", "H", "H", "H", "H", "H", "H", "H", "H", "C", "C", "C", "O", "C", "C", "C", "O", "O", "O", "H", "H", "C", "C", "C", "O", "H", "H", "H", "H", "H", "H", "H", "H", "C", "C", "C", "O", "H", "H", "H", "H", "H", "H", "H", "H", "C", "C", "C", "O", "H", "H", "H", "H", "H", "H", "H", "H", "C", "C", "C", "O", "H", "H", "H", "H", "H", "H", "H", "H", "C", "C", "C", "O", "H", "H", "H", "H", "H", "H", "H", "H", "C", "C", "C", "O", "H", "H", "H", "H", "H", "H", "H", "H", "C", "C", "C", "O", "H", "H", "H", "H", "H", "H", "H", "H", "C", "C", "C", "O", "H", "H", "H", "H", "H", "H", "H", "H", "C", "C", "C", "O", "H", "H", "H", "H", "H", "H", "H", "H", "C", "C", "C", "O", "H", "H", "H", "H", "H", "H", "H", "H", "C", "C", "C", "O", "H", "H", "H", "H", "H", "H", "H", "H", "C", "C", "C", "O", "H", "H", "H", "H", "H", "H", "H", "H", "C", "C", "C", "O", "H", "H", "H", "H", "H", "H", "H", "H", "C", "C", "C", "O", "H", "H", "H", "H", "H", "H", "H", "H", "C", "C", "C", "O", "H", "H", "H", "H", "H", "H", "H", "H"], "xyz": [[-24.9650, -10.2250, -1.8297], [-26.9691, -13.0268, -0.7726], [-25.6515, -13.5961, -1.1947], [-25.8193, -15.0169, -1.8504], [-24.6693, -15.3893, -2.7473], [-24.1347, -14.3884, -3.6146], [-23.7559, -13.0953, -2.8452], [-25.0183, -12.5963, -2.1289], [-24.5505, -11.5354, -1.2745], [-23.4224, -12.1189, -3.9143], [-22.4872, -13.3508, -1.8709], [-24.6745, -13.9427, 0.0789], [-26.8381, -12.0289, -0.4327], [-27.3263, -13.4408, 0.1327], [-27.6674, -12.9674, -1.5983], [-26.8152, -14.9814, -2.3761], [-25.7725, -15.7441, -1.0132], [-24.9821, -16.2919, -3.2871], [-23.8284, -15.8190, -2.1601], [-24.9459, -14.0532, -4.2975], [-23.2759, -14.7430, -4.0971], [-24.2049, -11.9971, -4.6380], [-22.5443, -12.5393, -4.4456], [-23.1648, -11.1287, -3.5150], [-22.4013, -12.5223, -1.1736], [-21.6411, -13.1751, -2.5235], [-22.4771, -14.3031, -1.3773], [-24.0612, -13.0912, 0.3452], [-24.0467, -14.8131, -0.1062], [-25.3685, -14.2414, 0.8784], [-27.0669, -8.5079, -4.3943], [-26.0934, -8.9084, -3.4375], [-24.6165, -8.4864, -3.5127], [-23.9988, -9.2331, -2.6751], [-24.2671, -7.4107, -4.2668], [-25.3058, -6.7707, -5.1187], [-26.7845, -7.2393, -5.1120], [-27.6562, -6.5541, -5.7076], [-25.0366, -5.7515, -5.7213], [-26.3215, -9.8929, -2.5322], [-28.1192, -8.7473, -4.3251], [-23.3347, -6.8412, -4.2482], [-30.1688, -9.3319, 1.3658], [-28.7007, -9.6496, 1.7719], [-28.7921, -10.9705, 2.6115], [-27.8248, -9.8344, 0.6674], [-30.2060, -8.4579, 0.6635], [-30.7664, -9.0757, 2.2496], [-30.5812, -10.2088, 0.9350], [-28.1797, -8.9527, 2.4411], [-29.1488, -10.7207, 3.6050], [-27.7661, -11.3400, 2.7503], [-29.4512, -11.6743, 2.0787], [-28.4175, -10.1408, -0.0497], [-24.4885, -10.9780, 2.5507], [-24.5567, -10.0688, 3.7833], [-23.5050, -8.9421, 3.6087], [-25.7551, -9.3713, 4.0719], [-24.7701, -10.3633, 1.6930], [-25.1742, -11.8132, 2.6469], [-23.4937, -11.3415, 2.4222], [-24.2705, -10.7141, 4.6589], [-23.7524, -8.4771, 2.6218], [-22.4357, -9.2558, 3.6463], [-23.7212, -8.2106, 4.4110], [-26.0702, -9.2219, 3.1607], [-18.0302, -16.9480, -1.3440], [-17.0558, -18.1002, -1.1454], [-16.2015, -17.8979, 0.1140], [-17.5999, -19.4382, -1.1629], [-17.4614, -16.0277, -1.2308], [-18.8067, -17.0283, -0.5338], [-18.5085, -16.9875, -2.3208], [-16.3969, -18.1666, -2.0404], [-16.8214, -17.7409, 1.0067], [-15.3987, -17.1078, 0.0453], [-15.7315, -18.8754, 0.2777], [-18.2042, -19.5132, -1.9232], [-20.2352, -9.4776, 0.2545], [-20.2876, -9.9904, -1.1877], [-20.8344, -8.8562, -2.0808], [-18.9752, -10.3523, -1.6011], [-19.5847, -8.5308, 0.3371], [-19.9782, -10.1890, 0.9612], [-21.2822, -9.3177, 0.5988], [-20.9028, -10.9001, -1.2849], [-21.7953, -9.2089, -2.5655], [-20.0852, -8.6331, -2.8746], [-21.0665, -7.9955, -1.4735], [-18.9987, -10.7316, -2.4974], [-26.7654, -20.3139, -5.5494], [-27.7434, -19.5474, -4.6660], [-27.3041, -18.1900, -4.2733], [-28.9618, -19.2886, -5.4271], [-26.4107, -19.6108, -6.3003], [-27.3012, -21.1414, -5.9597], [-25.9412, -20.6193, -4.9070], [-27.9363, -20.1538, -3.8284], [-26.3597, -18.2657, -3.7186], [-28.1082, -17.6467, -3.8195], [-27.1119, -17.5954, -5.2086], [-29.1723, -19.9847, -6.0509], [-21.6220, -16.4026, 2.3361], [-20.6435, -16.9669, 3.3243], [-20.8968, -18.3958, 3.6579], [-19.3240, -16.8541, 2.8137], [-22.5380, -16.0540, 2.8104], [-21.8009, -17.1655, 1.4519], [-21.1512, -15.5473, 1.8522], [-20.6722, -16.4344, 4.2661], [-21.8468, -18.4596, 4.2377], [-19.9634, -18.7400, 4.1411], [-20.9559, -18.9035, 2.6589], [-18.8364, -16.0580, 3.0430], [-23.7079, -13.1155, -8.2844], [-24.6533, -13.5769, -7.2127], [-26.0525, -13.2762, -7.6703], [-24.4863, -14.9710, -6.9402], [-23.7395, -12.0463, -8.3382], [-24.0559, -13.4835, -9.2819], [-22.6939, -13.5185, -8.1894], [-24.4013, -12.9465, -6.3800], [-26.2137, -12.1927, -7.8587], [-26.7647, -13.7275, -6.9608], [-26.1261, -13.7385, -8.6599], [-24.6511, -15.0802, -6.0431], [-20.3401, -16.7554, -6.8056], [-21.5821, -17.3796, -7.5104], [-22.4125, -18.2625, -6.5061], [-22.3454, -16.4341, -8.1300], [-20.7001, -15.9588, -6.0982], [-19.6993, -16.3429, -7.6090], [-19.7882, -17.5423, -6.3581], [-21.1813, -18.0097, -8.3584], [-22.8650, -17.5447, -5.8254], [-21.7818, -18.9706, -5.9255], [-23.1952, -18.8698, -6.9757], [-22.9908, -15.9679, -7.5060], [-24.6067, -20.3518, -1.4135], [-25.3056, -19.9855, -0.1774], [-24.8394, -18.5830, 0.4285], [-26.7086, -19.9672, -0.4984], [-23.5709, -20.5717, -1.2001], [-24.6709, -19.6294, -2.2086], [-25.0626, -21.2066, -1.8804], [-25.0976, -20.7563, 0.5977], [-24.8893, -17.8647, -0.3931], [-23.7723, -18.5106, 0.7261], [-25.4742, -18.2179, 1.2419], [-27.2397, -19.5137, 0.2120], [-30.0535, -17.5881, -0.6982], [-28.7831, -17.1729, 0.1431], [-28.9954, -15.7659, 0.6800], [-28.5503, -18.0878, 1.2525], [-29.8619, -18.5055, -1.2396], [-30.1629, -16.7843, -1.4540], [-30.9962, -17.6091, -0.0564], [-27.9087, -17.2379, -0.5170], [-28.7100, -14.9007, 0.0548], [-28.3287, -15.6190, 1.5235], [-30.0206, -15.8364, 0.9995], [-29.2361, -17.9022, 1.8914], [-18.7167, -11.9562, 2.7945], [-18.8089, -13.4573, 2.4562], [-19.0737, -13.8314, 1.0140], [-17.6091, -14.1129, 2.8689], [-18.4127, -11.8263, 3.8215], [-19.6854, -11.5097, 2.6309], [-18.0407, -11.4441, 2.1341], [-19.6401, -13.8571, 3.0976], [-18.3862, -13.3779, 0.3453], [-20.1361, -13.6544, 0.8085], [-18.9708, -14.8956, 0.8670], [-16.9167, -14.0391, 2.2382], [-30.1921, -10.0787, -3.8368], [-30.0674, -10.7267, -2.3494], [-30.2624, -12.2227, -2.4064], [-28.8168, -10.4060, -1.7452], [-31.2146, -10.0540, -4.1842], [-29.6708, -10.6623, -4.6297], [-29.9340, -9.0165, -3.9790], [-30.8392, -10.2142, -1.7512], [-31.1764, -12.4996, -2.8878], [-30.3718, -12.5300, -1.3805], [-29.4137, -12.6645, -2.8817], [-27.9626, -10.4748, -2.2153], [-21.0087, -7.1507, -5.7271], [-21.7273, -8.3094, -6.3419], [-21.1532, -8.6790, -7.6996], [-21.5588, -9.4775, -5.5265], [-21.1648, -6.2613, -6.3404], [-19.9528, -7.3022, -5.7534], [-21.3329, -6.9056, -4.7427], [-22.8103, -8.1253, -6.4776], [-20.1911, -9.1792, -7.6274], [-21.1043, -7.7795, -8.2780], [-21.9089, -9.3599, -8.1039], [-22.2301, -9.4915, -4.8201], [-23.6036, -7.5704, 0.1846], [-25.1661, -7.8475, 0.1535], [-26.0433, -6.9153, -0.7211], [-25.3218, -9.2326, -0.3092], [-23.2541, -7.2102, 1.1530], [-23.3159, -6.9021, -0.6459], [-23.0180, -8.4738, 0.0547], [-25.5468, -7.8067, 1.2088], [-27.0277, -6.8566, -0.2725], [-25.9749, -7.0601, -1.7782], [-25.6631, -5.9060, -0.5676], [-26.1067, -9.5650, 0.1247], [-18.5961, -13.0253, -5.6594], [-19.5950, -13.0657, -4.4975], [-19.1448, -13.8600, -3.2770], [-19.9119, -11.7282, -4.1208], [-17.6158, -12.7358, -5.2207], [-18.9694, -12.1700, -6.2890], [-18.5376, -13.9625, -6.2443], [-20.4628, -13.6057, -4.9117], [-19.7993, -13.7161, -2.4301], [-18.1142, -13.5669, -3.0085], [-19.1040, -14.9122, -3.5634], [-20.4355, -11.2306, -4.8198]]}